No. 1
18
Properties=species:S:1:pos:R:3:forces:R:3 method="wB97M-V/def2-TZVPD" mol_weight_g_mol=100.2 multiplicity=1 e_above_lowest_kcal_mol=30.7 homo_lumo_gap_ev=9.9 homo_ev=-8.9165 smiles="C=C(C)C[SiH2]C" total_energy_ev=-13255.401
C -1.713 1.105 0.665 -0.514 -0.897 1.459
C -1.205 -0.084 0.310 0.699 -0.073 -0.091
C -1.696 -0.861 -0.925 0.172 0.158 2.273
C 2.008 1.169 -0.542 -3.290 -2.845 -2.174
C -0.031 -0.733 1.043 1.116 1.466 0.155
Si 1.720 -0.642 0.176 -0.235 2.891 -0.287
H -1.547 1.593 1.636 0.806 -0.259 -0.524
H -2.664 1.431 0.306 -0.348 0.222 -0.989
H -1.471 -1.937 -0.755 -0.437 0.661 -0.486
H -2.745 -0.629 -1.078 -0.108 -0.345 -0.195
H -1.122 -0.457 -1.712 0.601 0.001 -1.381
H 1.051 1.299 -1.189 1.593 0.346 0.888
H 2.034 1.912 0.176 -0.109 1.392 1.688
H 2.861 1.265 -1.169 0.740 -0.151 -0.567
H 0.148 -0.191 1.987 -0.555 -0.713 0.099
H -0.178 -1.808 1.101 -0.205 -0.055 0.647
H 3.113 -0.725 0.673 -0.303 -0.859 0.978
H 1.438 -1.707 -0.705 0.375 -0.942 -1.493



No. 2
18
Properties=species:S:1:pos:R:3:forces:R:3 method="wB97M-V/def2-TZVPD" mol_weight_g_mol=100.2 multiplicity=1 e_above_lowest_kcal_mol=67.2 homo_lumo_gap_ev=9.5 homo_ev=-8.6377 total_energy_ev=-13253.815
C -2.534 0.736 0.130 -0.530 0.092 0.254
C -1.522 0.612 -0.675 3.736 -1.482 0.833
C 0.677 -1.344 -0.992 0.120 -0.046 -0.093
C 0.056 -0.789 1.387 0.059 0.133 0.002
C 0.416 -0.276 0.024 -3.128 1.611 -0.897
Si 1.384 1.331 -0.053 -0.327 -0.487 0.069
H -3.491 1.124 -0.205 -0.035 0.018 -0.085
H -2.486 0.459 1.171 0.094 -0.080 0.257
H -1.434 0.837 -1.720 -0.156 0.141 -0.349
H -0.115 -2.098 -0.990 0.042 0.037 -0.017
H 1.618 -1.851 -0.747 -0.004 -0.028 -0.073
H 0.770 -0.929 -1.995 0.023 -0.071 -0.060
H -0.736 -1.536 1.337 -0.052 -0.042 0.003
H 0.930 -1.258 1.845 0.076 -0.058 0.081
H -0.262 0.021 2.039 -0.057 0.023 0.142
H 2.736 1.173 0.519 0.192 -0.033 0.064
H 0.674 2.354 0.723 -0.034 0.161 0.094
H 1.536 1.735 -1.455 -0.019 0.110 -0.226



No. 3
30
Properties=species:S:1:pos:R:3:forces:R:3 method="wB97M-V/def2-TZVPD" mol_weight_g_mol=379.0 multiplicity=1 homo_lumo_gap_ev=2.4 homo_ev=-1.7758 charge=-1 total_energy_ev=-41205.902
C 1.404 0.136 1.047 0.779 -0.136 0.042
N 1.245 0.023 -0.407 -1.759 -0.683 1.681
C 1.173 -1.416 -0.739 0.503 0.243 -0.951
B 0.120 0.730 -0.879 2.037 -0.216 -0.610
O -0.103 0.959 -2.185 -0.866 -0.218 0.052
N -0.903 1.226 0.145 -0.650 0.624 -0.554
C -2.042 0.652 0.245 -0.277 0.296 -0.464
N -3.037 0.938 1.144 0.823 -0.576 1.374
C -3.345 -0.451 1.636 0.565 0.082 -1.084
C -3.440 -1.138 0.267 -0.087 0.062 0.221
I -3.019 -3.225 0.245 -0.238 0.165 0.163
N -2.418 -0.439 -0.565 -0.921 0.452 0.657
H 1.450 1.179 1.351 0.049 0.100 0.041
H 0.632 -0.426 1.605 -0.209 0.085 -0.028
H 2.369 -0.281 1.323 0.241 0.171 -0.127
H 1.850 -1.966 -0.096 0.203 0.027 -0.003
H 1.499 -1.569 -1.766 0.163 -0.082 -0.050
H 0.159 -1.823 -0.644 -0.071 -0.058 0.216
H 0.637 0.545 -2.654 0.254 0.412 -0.227
H -0.716 1.978 0.794 0.274 0.047 -0.019
H -2.695 1.490 1.925 -0.157 0.328 -0.096
H -4.241 -0.464 2.236 -0.088 -0.206 0.096
H -2.449 -0.839 2.120 -0.243 -0.087 0.618
H -4.449 -0.943 -0.078 -0.021 -0.386 -0.499
H -2.950 -0.022 -1.327 0.643 -0.237 -0.622
O 4.678 -0.461 -1.035 -0.120 -0.048 0.069
S 4.672 1.033 -0.953 -0.443 -0.086 0.005
O 6.049 1.567 -1.046 -0.150 -0.053 0.029
O 4.045 1.433 0.355 -0.113 -0.004 0.085
O 3.825 1.575 -2.065 -0.121 -0.019 -0.015



No. 4
20
Properties=species:S:1:pos:R:3:forces:R:3 method="wB97M-V/def2-TZVPD" mol_weight_g_mol=98.0 multiplicity=1 e_above_lowest_kcal_mol=55.8 homo_lumo_gap_ev=9.3 homo_ev=-12.8664 charge=+1 total_energy_ev=-7552.484
B -1.430 0.659 -0.609 2.908 -0.871 0.660
C -0.982 -0.818 -0.881 0.852 2.249 2.990
C 0.628 1.001 0.747 -2.451 0.790 -1.320
C 0.488 -1.024 -0.505 1.340 0.929 0.017
C -2.527 1.587 -0.980 -1.643 0.957 -0.294
C 2.294 -0.832 1.267 2.549 3.333 -3.713
N 0.972 -0.408 0.842 -4.492 -1.501 0.655
H -1.693 -1.414 -0.295 0.277 -0.264 0.282
H -0.971 -1.242 -1.812 -0.774 -0.610 -2.898
H 1.325 1.650 0.248 0.506 -0.307 -0.563
H 0.457 1.389 1.713 -0.363 0.430 1.075
H 0.591 -2.060 -0.440 0.900 -1.802 0.196
H 1.242 -0.614 -1.272 -1.397 -0.504 1.051
H -3.544 1.178 -0.788 0.592 -0.305 -0.129
H -2.542 1.822 -2.067 0.264 -0.285 0.420
H -2.568 2.532 -0.460 0.373 0.377 0.173
H 2.796 -0.017 1.824 -0.564 -0.873 0.289
H 2.346 -1.795 1.606 -0.142 -2.236 1.391
H 2.870 -0.831 0.272 -0.400 -0.123 1.419
H 0.249 -0.763 1.588 1.667 0.617 -1.699



Which value of multiplicity does entry 4 give? 1



Copy entry 4 word for word.
20
Properties=species:S:1:pos:R:3:forces:R:3 method="wB97M-V/def2-TZVPD" mol_weight_g_mol=98.0 multiplicity=1 e_above_lowest_kcal_mol=55.8 homo_lumo_gap_ev=9.3 homo_ev=-12.8664 charge=+1 total_energy_ev=-7552.484
B -1.430 0.659 -0.609 2.908 -0.871 0.660
C -0.982 -0.818 -0.881 0.852 2.249 2.990
C 0.628 1.001 0.747 -2.451 0.790 -1.320
C 0.488 -1.024 -0.505 1.340 0.929 0.017
C -2.527 1.587 -0.980 -1.643 0.957 -0.294
C 2.294 -0.832 1.267 2.549 3.333 -3.713
N 0.972 -0.408 0.842 -4.492 -1.501 0.655
H -1.693 -1.414 -0.295 0.277 -0.264 0.282
H -0.971 -1.242 -1.812 -0.774 -0.610 -2.898
H 1.325 1.650 0.248 0.506 -0.307 -0.563
H 0.457 1.389 1.713 -0.363 0.430 1.075
H 0.591 -2.060 -0.440 0.900 -1.802 0.196
H 1.242 -0.614 -1.272 -1.397 -0.504 1.051
H -3.544 1.178 -0.788 0.592 -0.305 -0.129
H -2.542 1.822 -2.067 0.264 -0.285 0.420
H -2.568 2.532 -0.460 0.373 0.377 0.173
H 2.796 -0.017 1.824 -0.564 -0.873 0.289
H 2.346 -1.795 1.606 -0.142 -2.236 1.391
H 2.870 -0.831 0.272 -0.400 -0.123 1.419
H 0.249 -0.763 1.588 1.667 0.617 -1.699